2 unconnected molecules or ions with the total composition C11H15N in a non-equilibrium geometry, computed with wB97M-V/def2-TZVPD.

Last column: Mulliken charge in e.
CARTESIAN COORDINATES (ANGSTROEM)
1 C -2.008 -4.675 1.379  -0.82
2 C -1.988 -4.417 -0.156  -0.71
3 H -2.149 -3.813 2.028  0.29
4 H -2.845 -5.339 1.533  0.30
5 H -1.051 -5.130 1.616  0.24
6 H -1.158 -4.903 -0.652  0.28
7 H -2.016 -3.341 -0.365  0.13
8 H -2.882 -4.711 -0.718  0.33
9 C 2.693 2.684 -1.285  -1.30
10 C -0.444 1.220 0.070  -0.12
11 C 0.965 1.160 -0.170  0.82
12 C 1.329 2.400 -0.779  0.66
13 C 0.206 3.220 -0.816  -0.45
14 C -0.444 -1.027 0.718  0.04
15 C -1.206 0.149 0.439  -0.83
16 C 0.911 -1.055 0.642  -0.79
17 C 1.685 0.014 0.178  -0.39
18 N -0.821 2.534 -0.294  0.00
19 H -1.069 -1.896 0.879  0.30
20 H -2.282 0.213 0.500  0.42
21 H 1.433 -1.950 0.963  0.40
22 H 2.764 -0.009 0.176  0.42
23 H -1.764 2.896 -0.369  0.25
24 H 0.086 4.276 -0.995  0.42
25 H 2.865 2.466 -2.340  0.33
26 H 3.541 2.374 -0.682  0.38
27 H 2.843 3.777 -1.381  0.38

Lowest unoccupied orbital energy (spin up / spin down) (eV): -3.8050 / -6.9947
2S+1: 2
⟨S²⟩: 0.771
Gap between HOMO and LUMO (spin up / spin down) (eV): 9.23 / 6.54
HOMO (spin up / spin down) (eV): -13.04 / -13.54
ΔE to the lowest compared entry with this formula, charge and spin (eV): 0.631
Charge: +1
Molar mass (g mol⁻¹): 161.2

2 unconnected molecules or ions with the total composition C11H15N in a non-equilibrium geometry, computed with wB97M-V/def2-TZVPD.

Last column: Mulliken charge in e.
CARTESIAN COORDINATES (ANGSTROEM)
1 C -1.322 1.764 -0.910  -1.67
2 C 1.843 -0.056 -0.255  0.17
3 C 0.868 0.904 0.128  0.75
4 C -0.032 1.034 -0.932  0.98
5 C 0.422 0.148 -1.946  -0.78
6 C 2.926 -0.329 0.539  -0.82
7 C 2.861 0.240 1.816  -0.19
8 C 0.873 1.454 1.441  -0.25
9 C 1.863 1.079 2.316  -0.86
10 N 1.590 -0.383 -1.594  0.06
11 H 1.979 -1.177 -2.083  0.29
12 H 3.765 -0.940 0.247  0.44
13 H 0.153 0.081 -2.987  0.41
14 H 3.716 0.059 2.462  0.37
15 H -0.039 1.997 1.645  0.42
16 H -1.152 2.829 -1.064  0.38
17 H -1.825 1.635 0.045  0.42
18 H 1.840 1.374 3.346  0.46
19 H -2.034 1.426 -1.648  0.41
20 C -1.673 -2.124 -0.067  -0.75
21 C -2.882 -1.166 -0.158  -0.68
22 H -2.074 -3.131 -0.041  0.38
23 H -0.921 -1.959 -0.831  0.17
24 H -1.227 -1.989 0.922  0.25
25 H -3.674 -1.569 0.468  0.36
26 H -3.206 -0.971 -1.177  0.24
27 H -2.636 -0.228 0.319  0.05

Lowest unoccupied orbital energy (spin up / spin down) (eV): -3.7869 / -6.9233
2S+1: 2
⟨S²⟩: 0.775
Gap between HOMO and LUMO (spin up / spin down) (eV): 9.20 / 6.70
HOMO (spin up / spin down) (eV): -12.99 / -13.63
ΔE to the lowest compared entry with this formula, charge and spin (eV): 0.358
Charge: +1
Molar mass (g mol⁻¹): 161.2

C11H15N3O2 in the gas phase in a non-equilibrium geometry, computed with wB97M-V/def2-TZVPD.

Last column: Mulliken charge in e.
CARTESIAN COORDINATES (ANGSTROEM)
1 C 3.567 -1.667 1.200  -1.03
2 N 2.336 -2.359 0.890  0.00
3 C 1.781 -2.020 -0.413  -1.27
4 C 0.746 -0.893 -0.372  -0.37
5 C -0.374 -1.256 0.550  0.61
6 N -1.525 -0.727 0.633  -1.16
7 N -1.884 0.356 -0.135  0.21
8 C -1.205 1.527 -0.276  0.20
9 O -0.094 1.747 0.175  -0.69
10 C -1.961 2.538 -1.031  0.57
11 C -1.582 3.803 -1.403  -0.43
12 C -2.674 4.348 -2.112  -0.40
13 C -3.635 3.383 -2.120  -0.42
14 O -3.218 2.286 -1.472  -0.36
15 H -4.622 3.358 -2.538  0.46
16 H -2.736 5.322 -2.552  0.44
17 H -0.641 4.264 -1.189  0.50
18 H -2.878 0.369 -0.326  0.33
19 C -0.064 -2.384 1.485  -0.73
20 H -0.763 -2.378 2.320  0.39
21 C 1.372 -2.225 1.977  -0.64
22 H 1.601 -2.993 2.724  0.40
23 H 1.459 -1.242 2.468  0.41
24 H -0.167 -3.336 0.959  0.27
25 H 1.204 0.041 -0.028  0.35
26 H 0.352 -0.693 -1.373  0.56
27 H 1.311 -2.922 -0.823  0.30
28 H 2.601 -1.747 -1.079  0.47
29 H 3.443 -0.577 1.296  0.34
30 H 3.952 -2.051 2.145  0.32
31 H 4.301 -1.872 0.422  0.37

Lowest unoccupied orbital energy (eV): 0.8217
Gap between HOMO and LUMO (eV): 9.11
HOMO (eV): -8.29
ΔE to the lowest compared entry with this formula, charge and spin (eV): 2.189
Molar mass (g mol⁻¹): 221.3

2 unconnected molecules or ions with the total composition C11H15NO in a non-equilibrium geometry, computed with wB97M-V/def2-TZVPD.

Last column: Mulliken charge in e.
CARTESIAN COORDINATES (ANGSTROEM)
1 C -0.123 -1.873 -3.054  -1.32
2 C 0.192 -3.525 -1.054  -0.42
3 C 0.070 -2.226 -1.623  0.58
4 C 0.471 -2.159 0.666  -0.04
5 C 0.348 -1.343 -0.519  0.98
6 C 0.667 -1.523 1.845  -0.53
7 C 0.565 0.032 -0.481  -0.55
8 C 1.170 -0.173 1.888  -0.55
9 C 1.014 0.611 0.741  -0.55
10 N 0.636 -3.502 0.265  -0.20
11 H 0.470 -4.451 -1.546  0.42
12 H 0.182 -4.234 0.820  0.34
13 H -1.195 -1.653 -3.127  0.36
14 H 0.088 -2.672 -3.733  0.38
15 H 0.832 -2.075 2.768  0.35
16 H 0.390 0.660 -1.360  0.37
17 H 1.448 0.193 2.886  0.39
18 H 1.280 1.678 0.760  0.60
19 H 0.353 -0.913 -3.267  0.35
20 C -1.089 3.142 0.085  0.02
21 C -1.355 2.907 1.551  -0.80
22 O 0.256 3.705 0.184  -0.53
23 H -0.876 2.293 -0.579  -0.10
24 H -1.912 3.703 -0.390  0.34
25 H -0.797 2.107 2.010  0.12
26 H 0.314 4.664 0.147  0.29
27 H -2.384 2.899 1.898  0.38
28 H -1.014 3.728 2.219  0.30

Lowest unoccupied orbital energy (spin up / spin down) (eV): -4.0250 / -7.0840
2S+1: 2
⟨S²⟩: 0.779
Gap between HOMO and LUMO (spin up / spin down) (eV): 8.86 / 5.80
HOMO (spin up / spin down) (eV): -12.89 / -12.89
ΔE to the lowest compared entry with this formula, charge and spin (eV): 2.033
Charge: +1
Molar mass (g mol⁻¹): 177.2

C11H15NO2S in the gas phase in a non-equilibrium geometry, computed with wB97M-V/def2-TZVPD.

Last column: Mulliken charge in e.
CARTESIAN COORDINATES (ANGSTROEM)
1 C -4.140 0.495 0.308  -0.46
2 C -3.502 1.144 -0.739  -0.46
3 C -3.501 -0.565 0.936  -0.69
4 C -2.250 0.742 -1.153  -0.61
5 C -2.239 -0.960 0.545  -0.41
6 C -1.582 -0.321 -0.520  1.07
7 C 1.286 -1.168 1.303  -1.11
8 C -0.254 -0.649 -0.904  -1.06
9 C 1.274 0.219 0.822  0.01
10 C 3.511 0.056 -0.110  -0.98
11 C 2.175 2.096 -0.383  -1.01
12 N 2.314 0.800 0.229  0.14
13 O 1.781 -2.258 -1.067  -0.70
14 O -0.141 -3.183 0.163  -0.66
15 S 0.618 -2.027 -0.239  1.08
16 H -5.125 0.806 0.624  0.37
17 H -3.991 1.969 -1.239  0.37
18 H -3.994 -1.093 1.742  0.38
19 H -1.762 1.248 -1.975  0.36
20 H -1.765 -1.802 1.022  0.29
21 H 2.263 -1.578 1.526  0.47
22 H 0.587 -1.340 2.111  0.39
23 H 0.088 -0.414 -1.898  0.59
24 H 0.464 0.868 1.115  0.43
25 H 4.024 -0.263 0.799  0.35
26 H 3.261 -0.824 -0.705  0.36
27 H 4.180 0.699 -0.675  0.39
28 H 2.151 1.999 -1.473  0.37
29 H 1.250 2.571 -0.059  0.33
30 H 3.019 2.733 -0.106  0.37

Lowest unoccupied orbital energy (spin up / spin down) (eV): -0.1622 / -0.1604
Gap between HOMO and LUMO (spin up / spin down) (eV): 6.70 / 6.70
HOMO (spin up / spin down) (eV): -6.86 / -6.86
ΔE to the lowest compared entry with this formula, charge and spin (eV): 2.133
Molar mass (g mol⁻¹): 225.3

A molecular structure, C11H15NOS2 in a non-equilibrium geometry, computed with wB97M-V/def2-TZVPD.

Last column: Mulliken charge in e.
CARTESIAN COORDINATES (ANGSTROEM)
1 C -3.547 0.948 0.184  -1.00
2 C -2.685 -0.255 0.113  -0.34
3 C -1.338 -0.095 -0.695  -0.19
4 C -0.554 -1.346 -0.936  -1.01
5 C -0.221 -2.277 0.218  -0.77
6 C 1.456 0.548 1.163  0.09
7 C 1.393 1.971 1.108  -0.48
8 C 2.216 2.753 0.282  -0.74
9 C 2.995 1.951 -0.681  -0.41
10 C 2.987 0.502 -0.682  -0.47
11 C 2.207 -0.115 0.218  0.38
12 H -4.292 0.703 1.035  0.31
13 H -4.130 1.197 -0.777  0.29
14 H -2.884 1.901 0.523  0.20
15 H -2.434 -0.492 1.212  0.15
16 H -3.056 -1.281 -0.169  0.35
17 H -1.581 0.236 -1.683  0.43
18 H -0.702 0.656 -0.268  -0.03
19 H 0.398 -1.202 -1.364  0.50
20 H -1.163 -1.883 -1.520  0.60
21 H 0.096 -3.218 -0.258  0.44
22 H -1.157 -2.655 0.821  0.26
23 H 0.689 2.419 1.662  0.60
24 H 2.284 3.851 0.203  0.37
25 H 3.554 2.535 -1.343  0.42
26 H 3.349 -0.128 -1.540  0.35
27 N 0.832 -2.014 1.150  -0.05
28 O 2.268 -2.674 -0.770  -0.58
29 S 0.687 -0.585 2.242  -0.10
30 S 2.334 -1.950 0.551  0.43

Lowest unoccupied orbital energy (eV): 0.4847
Gap between HOMO and LUMO (eV): 9.17
HOMO (eV): -8.68
ΔE to the lowest compared entry with this formula, charge and spin (eV): 3.954
Molar mass (g mol⁻¹): 241.4